Molecular formula: C30H56F5O6
Method: DFT, ωB97M-V/def2-TZVPD

For the relative energy (zero: lowest compared OMol25 entry of this formula, charge and spin), the calculation gives 31.8 kcal/mol. Its net charge is -1. The largest force on an atom is 0.0596 Eh/bohr. The highest occupied orbital energy comes out at -2.3130 eV.

Positions of all 97 atoms, in Å:
C -0.82400 3.49009 0.01800
C -1.27414 4.89818 0.60690
C -1.90924 5.85619 -0.51074
C -3.22046 6.63802 0.01391
C -4.52521 5.97322 -0.51689
F -5.63231 6.83902 -0.21275
F -4.52025 5.83687 -1.93652
C -4.90875 4.57565 0.13141
F -6.26113 4.29420 -0.24198
F -4.16571 3.50010 -0.32507
F -4.91414 4.58746 1.51621
H -1.72511 2.93056 -0.36069
H -0.04883 3.56175 -0.81164
H -0.39926 2.89418 0.89370
H -0.42398 5.42925 1.12747
H -2.09785 4.69229 1.36110
H -2.08351 5.33853 -1.50728
H -1.12804 6.67067 -0.70329
H -3.16288 6.54770 1.15217
C -8.02998 4.87206 3.22453
C -9.50505 5.15735 3.03397
C -9.76547 6.20000 4.10546
O -8.54680 6.93243 4.27511
C -7.48941 6.24052 3.59032
H -7.54736 4.44605 2.34435
H -7.89106 4.17877 4.06101
H -9.67378 5.58952 2.04284
H -10.14046 4.27571 3.13426
H -10.01245 5.73112 5.06505
H -10.57145 6.88693 3.83626
H -7.23384 6.81765 2.69619
H -6.60857 6.18679 4.23285
C -2.46265 -0.43943 2.65330
C -3.47442 -0.40209 1.52721
C -2.70018 0.30634 0.43237
O -1.31624 -0.02579 0.62156
C -1.16249 -0.65335 1.90144
H -2.65813 -1.21615 3.39451
H -2.44306 0.52683 3.16686
H -3.71799 -1.42274 1.21335
H -4.40417 0.10553 1.78735
H -2.79928 1.39177 0.51543
H -3.01653 0.00364 -0.56831
H -0.97243 -1.71970 1.73252
H -0.30167 -0.22459 2.41907
C 1.41412 -2.62690 -1.70080
C 1.24124 -3.98315 -1.05817
C 1.93304 -3.79135 0.27756
O 1.77662 -2.41149 0.63196
C 1.28235 -1.69379 -0.51233
H 0.68792 -2.41799 -2.48764
H 2.41792 -2.54604 -2.13050
H 0.17663 -4.18638 -0.90188
H 1.66286 -4.80169 -1.64189
H 3.00806 -3.99893 0.20182
H 1.51125 -4.42217 1.06381
H 0.23697 -1.43827 -0.32165
H 1.84831 -0.76864 -0.63981
C 2.29372 -4.84281 -6.22699
C 2.11860 -6.20157 -5.58285
C 2.81097 -6.00796 -4.24720
O 2.65513 -4.62701 -3.89464
C 2.16280 -3.91186 -5.03693
H 1.56798 -4.63240 -7.01361
H 3.29726 -4.76188 -6.65654
H 1.05431 -6.40347 -5.42635
H 2.53912 -7.02240 -6.16554
H 3.88401 -6.21651 -4.32152
H 2.38775 -6.63695 -3.46035
H 1.11477 -3.65627 -4.84672
H 2.72916 -2.98707 -5.16254
C 6.63579 -4.31429 0.24783
C 6.17680 -5.27526 -0.82969
C 5.96769 -4.34628 -2.01132
O 6.90366 -3.26981 -1.86122
C 7.47077 -3.32795 -0.54616
H 7.19390 -4.79169 1.05461
H 5.77023 -3.80521 0.68471
H 6.97476 -5.99092 -1.05288
H 5.27927 -5.83684 -0.56558
H 4.95942 -3.91842 -2.00762
H 6.13078 -4.84311 -2.97040
H 8.50702 -3.67124 -0.64262
H 7.47511 -2.33155 -0.10452
C 5.69122 -0.63206 1.39130
C 4.20912 -0.89377 1.23822
C 3.61660 0.03443 2.28040
O 4.50424 1.15798 2.38638
C 5.72144 0.85410 1.69417
H 6.27555 -0.89860 0.51088
H 6.08114 -1.19558 2.24603
H 3.88132 -0.59248 0.23902
H 3.92934 -1.93460 1.38810
H 3.56868 -0.44923 3.26227
H 2.61582 0.38042 2.01401
H 5.74025 1.44638 0.77264
H 6.57687 1.14147 2.30982

Molecular formula: C24H37N2SSn
Method: DFT, ωB97M-V/def2-TZVPD

For the relative energy (zero: lowest compared OMol25 entry of this formula, charge and spin), the calculation gives 226.3 kcal/mol. Its net charge is +1. The largest force on an atom is 0.1673 Eh/bohr. The highest occupied orbital energy (alpha / beta) comes out at -9.7301 / -9.7188 eV.

Positions of all 65 atoms, in Å:
C 1.60459 -2.13968 0.20292
C 2.07654 -1.44089 -0.94338
C 1.13402 -1.62652 -1.99363
C 0.08429 -2.45323 -1.49878
C 0.36415 -2.75790 -0.13901
Sn -0.23532 0.38694 0.73937
C -3.16960 1.72434 -1.47327
C -2.63962 1.64357 -0.25335
H -2.62879 2.53164 0.35734
C -2.50884 0.33995 0.35677
H -2.67509 -0.53953 -0.25641
H -2.91689 0.26117 1.34635
C -3.19341 3.24202 -2.23934
H -2.74363 4.07735 -1.64946
H -2.90492 3.35206 -3.30644
H -4.26473 3.21144 -2.10021
C -2.59359 0.62954 -2.67035
H -1.71135 -0.02606 -2.41863
H -3.54649 0.10301 -2.54645
H -2.47074 1.00941 -3.71063
C 3.33641 -0.66914 -1.01051
H 3.41472 0.05175 -0.18249
H 4.21014 -1.33910 -0.94713
H 3.41126 -0.11438 -1.95166
C 1.26819 -1.08107 -3.36129
H 1.57931 -0.02904 -3.33834
H 2.02406 -1.64115 -3.93953
H 0.31900 -1.13992 -3.90667
C -1.08744 -2.95130 -2.25248
H -1.10389 -2.54985 -3.27144
H -1.05957 -4.05034 -2.32479
H -2.03444 -2.68124 -1.75944
C -0.44543 -3.61409 0.75689
H -1.44566 -3.78634 0.33995
H 0.03292 -4.59885 0.88828
H -0.56026 -3.17197 1.75867
C 2.29145 -2.20842 1.51417
H 1.60762 -2.50223 2.32109
H 3.09400 -2.96266 1.47950
H 2.75809 -1.25116 1.79015
C 1.27416 2.25701 -1.04583
C -0.12912 2.72702 -2.04656
C 2.38563 2.67849 -1.62705
C 0.05790 2.49125 -3.33535
H -1.21614 2.80394 -1.34662
C 2.42067 2.61780 -3.00361
H 2.86271 2.79612 -0.60326
C 1.34371 2.48361 -3.87083
H -0.78793 2.42308 -4.20762
H 3.46644 2.70063 -3.21382
H 1.61845 2.42863 -4.85024
C 0.89937 1.14798 6.12054
N 0.95807 0.84598 4.67285
C -0.21941 0.68564 3.98604
S -0.67934 1.84088 2.75766
N -1.02991 -0.31929 4.33056
C -0.64396 -1.43453 5.20600
H 0.13354 0.54033 6.61023
H 0.68675 2.21512 6.29208
H 1.87888 0.91243 6.54847
H 1.57211 1.50534 4.18679
H -1.87477 -0.41384 3.76489
H -1.14177 -1.34616 6.18487
H -0.95012 -2.37896 4.73800
H 0.44301 -1.44659 5.34542

Molecular formula: C14H23ClIIrO2P2
Method: DFT, ωB97M-V/def2-TZVPD

For the relative energy (zero: lowest compared OMol25 entry of this formula, charge and spin), the calculation gives 146.1 kcal/mol. Its net charge is +3. The largest force on an atom is 0.1316 Eh/bohr. The expectation value of S² is 8.794. The highest occupied orbital energy (alpha / beta) comes out at -17.0577 / -18.3247 eV. The multiplicity is 6.

Positions of all 44 atoms, in Å:
C 0.62922 -1.98296 -1.94005
C 1.84351 -1.26088 -2.81090
H 1.23195 -2.79000 -1.51820
H -0.17287 -2.33728 -2.60704
H 0.19034 -1.42144 -1.03134
O 2.89470 -1.80151 -3.05078
I 3.65029 2.78161 -2.25532
Ir -0.68581 0.88688 0.69954
P 0.25191 0.91549 -2.73010
C 1.69893 1.17710 -3.79774
C -0.67104 0.04315 -4.07235
H -1.81228 2.29297 -2.75893
H -0.85173 2.78877 -4.14561
H -0.45092 3.27925 -2.51045
C -0.77789 2.43691 -3.10360
H -1.62864 -0.30349 -3.66581
H -0.93026 0.68206 -4.93257
H 1.49581 1.28352 -4.87587
H 2.26546 0.22450 -3.81704
H -0.10166 -0.81269 -4.43801
H 2.42392 2.00239 -3.37932
C 0.98965 0.38250 -0.05102
O 2.15247 0.18463 -0.39896
Cl -2.68855 0.88803 -0.67870
C 1.91579 0.52379 2.75817
P 0.54948 -0.57459 2.06802
C 1.20871 -2.33408 1.92788
C -0.78412 -0.30804 3.29389
C -1.41727 -1.39252 3.94820
C -2.66988 -1.21133 4.58083
C -3.32297 0.03855 4.43993
C -2.77217 1.10865 3.62761
C -1.44266 0.93215 3.07980
H 1.56868 1.55879 2.52842
H 1.89868 0.23211 3.81047
H 2.85277 0.26416 2.20514
H 1.81514 -2.45219 2.87113
H 0.40336 -3.07004 1.84492
H 1.89381 -2.37442 1.03637
H -0.85036 -2.38694 3.94621
H -3.10767 -2.03340 5.13674
H -4.29502 0.19659 4.92189
H -3.41203 2.00931 3.41217
H -0.97878 1.73392 2.43238

Molecular formula: C14H26N2OS2Sc
Method: DFT, ωB97M-V/def2-TZVPD

Its net charge is +3. The largest force on an atom is 0.0193 Eh/bohr. The highest occupied orbital energy comes out at -18.4406 eV.

Positions of all 46 atoms, in Å:
Sc -0.21263 -0.21263 -0.14683
S 2.09767 0.24243 -1.31007
S -1.73016 0.95807 1.66060
C 3.21655 1.25119 -0.23468
C 1.57610 1.62913 -2.38825
C 0.64982 2.59865 -1.68036
N -0.48501 1.90451 -0.99100
C -1.26257 2.94075 -0.22885
C -2.36342 2.31182 0.60005
H 1.09156 1.19114 -3.27476
H 2.48250 2.15983 -2.70843
H 0.27121 3.31077 -2.43368
H 1.19340 3.19886 -0.93384
H -1.71231 3.67763 -0.91689
H -0.56465 3.50558 0.40825
H -3.14833 1.87966 -0.03596
H -2.82028 3.07259 1.24591
C -0.73224 1.97274 2.83837
H -1.11264 1.61340 -1.75339
H 0.05866 2.51150 2.30743
H -0.28919 1.26326 3.54215
H -1.37257 2.68495 3.37444
H 3.66579 0.57099 0.48956
H 2.61228 2.00460 0.27779
H 3.99808 1.73236 -0.83414
C -3.05516 -1.35355 -3.90978
C -2.74535 -2.48099 -3.25142
H -2.43443 -0.97438 -4.72826
H -3.96424 -0.78386 -3.68848
H -1.86305 -3.07066 -3.52552
H -3.42891 -2.91607 -2.51246
O -0.73401 -2.19634 -0.66843
C -0.36142 -3.31663 0.26250
C 0.53725 -2.77530 1.33471
C 1.10976 -3.59476 2.30645
C 1.96159 -3.02085 3.24401
C 2.20531 -1.65096 3.20158
C 1.58339 -0.86647 2.23862
N 0.77223 -1.43879 1.30021
H -1.46689 -2.43321 -1.28150
H -1.27742 -3.72869 0.69471
H 0.18483 -4.11826 -0.28963
H 0.88219 -4.66007 2.28213
H 2.44069 -3.62753 4.00906
H 2.86686 -1.18796 3.93163
H 1.67914 0.22156 2.17645